[1]
The following is a quantum chemistry calculation of 5 unconnected molecules or ions with the total composition C38H48BF4NO18P2S, from the OMol25 dataset.

Structure (XYZ):
```
113
Properties=species:S:1:pos:R:3:mulliken_charge:R:1
C 4.245 -2.107 -0.095 -1.105
C 5.274 -1.054 0.358 -0.627
B 4.610 0.322 0.742 0.703
O 5.314 1.458 0.525 -0.643
C 3.150 0.293 1.360 -0.308
C 3.037 -0.498 2.497 -1.133
C 1.830 -0.643 3.128 -1.091
C 0.727 0.012 2.619 0.950
C 0.768 0.830 1.471 -0.150
C 2.030 0.978 0.816 0.667
C 2.403 1.813 -0.410 -0.814
C 1.415 2.486 -1.332 -0.122
C 2.143 3.028 -2.594 -0.402
C 1.163 3.839 -3.441 -0.533
O 0.536 3.077 -4.468 -0.592
C -0.576 1.485 1.158 0.059
O -0.692 2.632 0.834 -0.511
C -1.842 0.677 1.495 0.035
C -1.749 -0.156 2.603 0.615
C -2.789 -0.936 3.070 -1.292
C -4.002 -0.913 2.427 0.894
P -5.337 -1.948 3.088 0.667
O -4.605 -3.044 3.996 -0.402
O -5.938 -2.794 1.867 -0.482
S -6.724 -1.003 4.001 -0.456
C -4.169 -0.056 1.317 -1.547
C -5.497 -0.077 0.604 -2.228
C -5.310 -1.003 -0.593 0.434
C -6.546 -1.131 -1.470 -1.044
N -7.400 -2.223 -0.972 -0.563
C -3.107 0.767 0.847 1.430
P -3.658 1.889 -0.532 0.268
C -2.416 1.873 -1.855 -1.047
C -3.579 3.586 0.178 -0.523
C -4.076 3.584 1.621 -1.158
C -0.514 -0.193 3.375 -0.167
O -0.495 -0.387 4.566 -0.640
H 3.509 -1.682 -0.769 0.279
H 3.725 -2.551 0.744 0.316
H 4.733 -2.925 -0.619 0.401
H 5.995 -0.915 -0.442 0.346
H 5.783 -1.457 1.231 0.383
H 4.904 2.239 0.907 0.364
H 3.909 -0.999 2.887 0.474
H 1.749 -1.241 4.018 0.537
H 3.013 1.173 -1.049 0.328
H 3.098 2.576 -0.073 0.228
H 0.978 3.351 -0.854 0.509
H 0.685 1.762 -1.658 0.021
H 2.978 3.652 -2.298 0.312
H 2.450 2.170 -3.191 0.011
H 1.641 4.696 -3.897 0.262
H 0.381 4.234 -2.792 0.303
H 0.350 2.202 -4.125 0.337
H -2.554 -1.520 3.943 1.199
H -3.752 -3.284 3.605 0.237
H -5.316 -3.457 1.534 0.395
H -6.265 -0.513 1.227 0.594
H -5.824 0.904 0.299 0.566
H -5.013 -1.973 -0.224 0.049
H -4.506 -0.640 -1.227 0.306
H -7.054 -0.165 -1.478 0.365
H -6.248 -1.394 -2.477 0.403
H -8.292 -2.221 -1.445 0.237
H -7.569 -2.100 0.017 0.201
H -1.931 0.903 -1.907 0.352
H -2.913 2.054 -2.799 0.656
H -1.685 2.652 -1.702 0.070
H -4.267 4.182 -0.414 0.641
H -2.594 4.031 0.073 0.310
H -3.325 3.254 2.328 0.192
H -4.921 2.904 1.707 0.215
H -4.465 4.559 1.891 0.450
C -0.707 -3.217 6.592 -0.141
C -1.836 -3.871 5.827 0.183
O -1.455 -5.226 5.806 -0.331
C -0.691 -5.457 6.923 0.488
O -0.418 -6.527 7.338 -0.492
O -0.309 -4.279 7.468 -0.359
F -1.904 -3.413 4.537 -0.135
H 0.120 -2.955 5.931 0.120
H -1.012 -2.339 7.152 0.382
H -2.821 -3.772 6.284 0.291
C 6.553 4.510 -4.934 -0.464
C 7.181 5.618 -4.121 0.340
O 6.073 6.466 -3.864 -0.348
C 4.955 5.692 -3.854 0.594
O 3.900 6.056 -3.452 -0.497
O 5.219 4.481 -4.391 -0.155
F 8.110 6.310 -4.824 -0.293
H 6.517 4.756 -5.993 0.312
H 7.040 3.554 -4.805 0.255
H 7.623 5.302 -3.174 0.272
C -1.380 -5.251 1.810 0.054
C -2.791 -5.729 1.535 0.193
O -3.424 -4.538 1.094 -0.237
C -2.466 -3.738 0.528 0.572
O -2.706 -2.787 -0.129 -0.387
O -1.235 -4.184 0.862 -0.352
F -3.408 -6.176 2.650 -0.271
H -1.292 -4.854 2.823 -0.190
H -0.624 -6.014 1.651 0.325
H -2.873 -6.487 0.755 0.284
C 4.978 -0.414 -4.854 -0.245
C 4.788 -0.827 -6.297 0.310
O 4.923 0.406 -6.978 -0.314
C 5.720 1.209 -6.227 0.634
O 6.231 2.204 -6.609 -0.488
O 5.855 0.709 -4.979 -0.278
F 3.558 -1.340 -6.528 -0.285
H 4.034 -0.092 -4.411 0.126
H 5.426 -1.184 -4.240 0.259
H 5.538 -1.526 -6.672 0.274
```

Values from the calculation:
- E_tot (Eh) = -4391.288793
- highest occupied orbital energy (eV) = -8.04
- spin multiplicity = 1
- frontier orbital gap (hartree) = 0.2582


[2]
The following is a quantum chemistry calculation of 3 unconnected molecules or ions with the total composition C38H48Br2Cl2F2N3O11, from the OMol25 dataset.

Structure (XYZ):
```
106
Properties=species:S:1:pos:R:3:mulliken_charge:R:1
C -1.599 1.340 6.665 -0.822
C -1.874 2.709 5.835 -0.068
O -0.677 3.491 5.618 -0.418
C 0.204 2.825 4.657 0.076
C 0.550 3.749 3.386 -0.624
O 0.643 3.036 2.130 -0.244
C 1.696 2.045 2.140 -0.301
C 1.862 1.485 0.619 -0.516
O 0.537 1.067 0.218 0.500
C 0.562 0.272 -0.976 -1.655
C -0.889 -0.388 -1.353 0.397
C -1.577 1.046 -1.780 -1.345
C -2.135 2.066 -0.722 -0.332
C -3.753 2.342 -0.786 -0.890
C -4.540 1.900 0.541 -0.132
N -5.340 3.077 1.087 0.013
C -6.601 3.287 0.312 -0.839
C -5.631 2.645 2.502 0.442
C -6.308 1.186 2.758 -0.788
O -5.308 3.385 3.464 -0.549
C -1.631 -1.199 -0.173 1.319
Cl -1.987 -0.395 1.477 0.077
C -1.283 -2.642 0.377 -0.295
Br -2.499 -4.259 0.250 -0.076
C -0.132 -3.002 1.176 -0.042
C 0.136 -4.504 1.739 -1.254
Br 1.203 -1.700 1.756 0.002
C -3.058 -1.306 -0.977 -1.015
C -2.352 -1.834 -2.379 0.664
Cl -3.654 -1.392 -3.585 -0.019
N -0.885 -1.393 -2.557 0.898
C -0.644 -0.633 -3.819 -1.069
C -0.788 -1.619 -5.226 0.389
C 0.549 -1.562 -6.254 -0.926
O -0.878 -0.851 -6.529 -0.489
N 0.034 -2.406 -2.521 0.559
C -0.175 -3.771 -2.918 0.236
O 0.521 -4.207 -3.889 -0.396
F -0.952 -4.816 -2.387 -0.186
C 1.459 -2.252 -2.676 -0.075
O 2.200 -1.820 -3.560 -0.286
F 2.209 -2.768 -1.541 -0.279
H -0.997 0.652 5.952 0.164
H -2.561 0.770 6.921 0.345
H -0.947 1.518 7.587 0.267
H -2.424 2.450 4.846 0.131
H -2.651 3.294 6.459 0.304
H -0.330 1.867 4.290 -0.024
H 1.209 2.552 5.163 0.212
H -0.322 4.500 3.267 0.277
H 1.491 4.365 3.607 0.266
H 1.281 1.137 2.735 0.013
H 2.684 2.399 2.593 0.448
H 2.266 2.366 -0.015 0.276
H 2.577 0.593 0.661 0.296
H 1.366 -0.531 -0.724 0.327
H 1.043 0.813 -1.887 0.275
H -2.480 0.887 -2.497 0.439
H -0.830 1.635 -2.445 0.507
H -1.740 3.121 -1.025 0.425
H -1.805 2.002 0.363 0.090
H -3.982 3.470 -0.931 0.484
H -4.238 1.832 -1.707 0.344
H -5.319 1.103 0.202 0.176
H -3.889 1.555 1.411 0.022
H -6.900 4.397 0.461 0.273
H -7.449 2.646 0.735 0.366
H -6.462 3.105 -0.814 0.273
H -6.949 1.191 3.700 0.340
H -5.482 0.384 2.894 0.151
H -6.927 0.844 1.851 0.298
H -0.711 -4.851 2.445 0.328
H 0.157 -5.166 0.786 0.364
H 1.169 -4.610 2.213 0.181
H -3.701 -0.356 -1.046 -0.064
H -3.865 -2.005 -0.527 0.320
H -2.594 -2.939 -2.253 0.457
H -1.439 0.095 -4.190 0.482
H 0.338 -0.063 -3.911 0.430
H -1.374 -2.666 -5.132 0.354
H 0.311 -2.289 -7.111 0.443
H 1.033 -0.527 -6.397 0.321
C 4.855 2.067 -6.400 -0.406
C 4.860 2.451 -5.122 -0.406
C 4.742 1.467 -4.026 0.396
O 4.744 1.816 -2.858 -0.573
C 4.621 0.042 -4.399 -0.228
C 4.616 -0.343 -5.676 -0.320
C 4.734 0.642 -6.773 0.292
O 4.731 0.292 -7.938 -0.544
H 4.939 2.774 -7.215 0.435
H 4.948 3.491 -4.831 0.439
H 4.537 -0.665 -3.583 0.439
H 4.527 -1.382 -5.966 0.458
C 5.143 -3.859 4.747 -0.394
C 6.410 -3.447 4.793 -0.396
C 6.979 -2.593 3.729 0.270
O 8.134 -2.218 3.769 -0.532
C 6.087 -2.212 2.613 -0.499
C 4.820 -2.624 2.567 -0.070
C 4.252 -3.478 3.631 0.361
O 3.093 -3.854 3.591 -0.490
H 4.710 -4.486 5.517 0.431
H 7.076 -3.716 5.604 0.408
H 6.519 -1.585 1.842 0.449
H 4.154 -2.354 1.756 0.458
```

Values from the calculation:
- E_tot (Eh) = -8735.859141
- highest occupied orbital energy (eV) = -11.22
- spin multiplicity = 1
- charge = +1
- frontier orbital gap (hartree) = 0.2409


[3]
The following is a quantum chemistry calculation of a molecular structure, C38H48Br6O, from the OMol25 dataset.

Structure (XYZ):
```
93
Properties=species:S:1:pos:R:3:mulliken_charge:R:1
Br -16.467 10.114 9.950 -0.169
C -17.938 10.051 8.728 2.380
C -18.214 11.491 8.149 0.035
Br -19.672 11.598 6.856 0.077
H -18.829 9.641 9.204 -2.336
H -17.710 9.422 7.867 0.661
H -17.425 12.004 7.600 0.747
H -18.462 12.112 9.011 -0.736
Br -23.959 8.500 13.747 -0.159
C -23.939 8.955 11.817 -1.343
C -23.460 10.374 11.547 0.973
Br -24.712 11.622 12.353 -0.084
H -24.869 8.598 11.373 0.569
H -23.245 8.241 11.373 0.588
H -23.221 10.756 10.555 -0.319
H -22.500 10.521 12.042 -0.373
Br -18.140 16.550 14.413 -0.139
C -18.942 15.562 12.773 -0.717
C -20.169 16.326 12.332 -0.960
Br -21.222 15.357 10.836 -0.105
H -19.306 14.660 13.264 0.375
H -18.173 15.257 12.063 0.598
H -19.865 17.313 11.981 0.529
H -20.784 16.708 13.147 0.524
C -21.183 14.638 5.448 -1.549
C -21.051 13.696 6.488 0.330
C -20.560 14.126 7.691 0.737
C -20.550 15.454 7.939 -0.803
C -20.607 16.382 6.943 -0.876
C -20.978 16.018 5.677 -0.422
H -21.516 14.372 4.456 0.368
H -21.262 12.650 6.321 0.709
H -20.289 13.400 8.443 0.248
H -20.311 15.836 8.920 0.182
H -20.443 17.407 7.241 0.386
H -21.196 16.690 4.860 0.433
C -23.162 14.564 7.998 -0.689
C -23.357 13.521 8.899 -1.197
C -23.960 12.325 8.491 -0.094
C -24.304 12.138 7.139 -1.020
C -24.097 13.215 6.236 -0.663
C -23.558 14.406 6.679 -0.442
H -22.857 15.531 8.369 0.809
H -22.957 13.535 9.902 1.391
H -23.982 11.524 9.216 0.783
H -24.677 11.165 6.855 0.496
H -24.566 13.222 5.263 0.430
H -23.622 15.284 6.053 0.550
C -20.459 8.813 9.328 0.487
C -21.361 9.601 8.600 0.039
C -21.426 9.469 7.186 -0.954
C -20.580 8.542 6.647 -0.240
C -19.672 7.746 7.362 -0.893
C -19.666 7.901 8.697 -0.036
H -20.412 9.009 10.389 0.314
H -21.964 10.321 9.133 0.242
H -22.108 10.088 6.622 0.506
H -20.600 8.305 5.593 0.358
H -18.967 7.096 6.864 0.463
H -18.813 7.383 9.107 0.170
C -20.649 9.738 12.022 -1.018
C -21.176 8.491 12.475 -0.229
C -20.360 7.363 12.508 -1.377
C -19.040 7.440 12.049 -1.038
C -18.483 8.700 11.693 -0.550
C -19.308 9.806 11.772 1.709
H -21.272 10.620 12.036 1.489
H -22.186 8.419 12.850 0.471
H -20.675 6.412 12.913 0.474
H -18.364 6.599 12.106 0.505
H -17.483 8.708 11.285 0.486
H -18.798 10.710 11.473 -0.215
C -16.577 13.380 14.520 -1.134
C -16.792 13.839 13.227 -0.731
C -17.047 12.965 12.210 -1.755
C -17.163 11.628 12.437 1.129
C -16.988 11.110 13.708 -0.948
C -16.640 12.001 14.722 -0.629
H -16.255 13.955 15.375 0.422
H -16.680 14.908 13.129 1.479
H -17.343 13.351 11.246 1.541
H -17.537 11.015 11.630 -0.772
H -17.413 10.148 13.953 0.373
H -16.482 11.576 15.703 0.404
C -21.104 11.686 9.773 3.359
C -20.672 12.617 10.831 -2.225
O -19.362 12.263 11.244 0.237
H -20.308 11.454 9.065 -1.274
H -21.890 12.185 9.206 -0.524
H -21.449 10.717 10.135 -1.961
H -21.399 12.679 11.641 0.856
H -20.654 13.618 10.399 0.579
H -18.996 12.923 11.837 -0.298
```

Values from the calculation:
- E_tot (Eh) = -16995.564879
- energy above the lowest of the compared OMol25 structures with the same formula, charge and spin (kJ/mol) = 1040.30
- highest occupied orbital energy (eV) = -8.06
- spin multiplicity = 1
- frontier orbital gap (hartree) = 0.2866


[4]
The following is a quantum chemistry calculation of a molecular structure, C38H49BrMnN3O7Si, from the OMol25 dataset.

Structure (XYZ):
```
100
Properties=species:S:1:pos:R:3:mulliken_charge:R:1
Mn -1.102 -1.491 -0.804 -0.790
C -4.843 -2.465 -2.461 -0.979
C -5.056 -3.721 -1.902 -0.858
C -4.118 -4.289 -1.057 -0.916
C -2.945 -3.588 -0.778 0.651
C -2.754 -2.344 -1.361 1.118
C -3.679 -1.752 -2.190 -0.313
C -1.842 -4.031 0.074 0.694
C -1.808 -5.263 0.751 -1.136
C -0.708 -5.575 1.495 -1.243
C 0.378 -4.676 1.579 1.300
C 1.541 -4.971 2.325 -0.917
C 2.574 -4.078 2.374 -0.866
C 2.474 -2.856 1.681 -0.381
C 1.359 -2.538 0.955 0.723
C 0.289 -3.450 0.889 -1.146
N -0.835 -3.163 0.155 1.803
H -5.593 -2.035 -3.113 0.501
H -5.969 -4.256 -2.123 0.458
H -4.306 -5.261 -0.621 0.462
H -3.518 -0.769 -2.615 0.601
H -2.646 -5.938 0.673 0.565
H -0.654 -6.515 2.031 0.444
H 1.592 -5.916 2.852 0.459
H 3.464 -4.299 2.947 0.454
H 3.293 -2.148 1.726 0.407
H 1.291 -1.585 0.448 -0.132
C 1.959 3.165 -2.977 -2.136
C 2.829 2.444 -1.939 2.741
C 3.170 1.064 -2.514 -1.837
C 4.141 3.237 -1.765 -1.790
Si 1.944 2.369 -0.246 -1.323
Br 0.381 0.742 -0.562 0.270
C 2.977 1.655 1.202 2.732
C 3.920 0.551 0.704 -1.912
C 2.121 1.036 2.316 -1.775
C 3.837 2.781 1.813 -1.828
C 0.855 3.888 0.179 2.693
C 0.289 3.763 1.601 -2.217
C -0.341 4.084 -0.762 -1.697
C 1.727 5.159 0.107 -1.814
H 2.472 3.130 -3.943 0.603
H 1.802 4.216 -2.737 0.373
H 0.983 2.691 -3.105 0.338
H 3.661 1.212 -3.480 0.682
H 2.274 0.463 -2.688 0.126
H 3.851 0.487 -1.890 0.273
H 4.619 3.352 -2.743 0.528
H 4.855 2.725 -1.118 0.335
H 3.984 4.241 -1.367 0.329
H 3.376 -0.273 0.231 0.149
H 4.459 0.143 1.565 0.666
H 4.669 0.911 -0.001 0.286
H 1.508 0.201 1.969 0.220
H 1.460 1.752 2.801 0.307
H 2.798 0.653 3.086 0.552
H 4.493 3.260 1.084 0.315
H 4.479 2.347 2.586 0.555
H 3.235 3.552 2.292 0.342
H -0.313 2.858 1.726 0.299
H -0.364 4.620 1.790 0.682
H 1.059 3.771 2.371 0.265
H -1.023 3.231 -0.755 0.155
H -0.054 4.284 -1.793 0.324
H -0.903 4.953 -0.408 0.578
H 2.611 5.119 0.745 0.301
H 1.129 6.013 0.442 0.541
H 2.049 5.378 -0.911 0.344
C -0.886 -3.815 -3.597 -1.493
C 0.158 -2.762 -3.276 1.270
C 1.423 -3.373 -2.694 -1.220
C 0.446 -1.865 -4.467 -1.459
O -0.353 -1.866 -2.239 -0.247
H -0.492 -4.455 -4.389 0.552
H -1.812 -3.365 -3.952 0.300
H -1.101 -4.442 -2.734 0.246
H 1.886 -4.026 -3.435 0.510
H 1.194 -3.968 -1.809 0.204
H 2.138 -2.595 -2.425 0.173
H 0.910 -2.450 -5.263 0.439
H 1.130 -1.064 -4.188 0.169
H -0.474 -1.428 -4.854 0.402
O -0.905 -0.814 2.067 -0.583
C -1.891 -0.324 1.553 0.254
O -2.262 -0.573 0.314 -0.247
C -2.759 0.671 2.258 0.421
C -2.311 1.179 3.471 -0.454
C -3.079 2.131 4.111 -0.174
C -4.281 2.592 3.605 -0.530
C -4.688 2.056 2.398 -0.338
C -3.954 1.112 1.707 -0.507
N -5.964 2.525 1.812 1.095
O -6.610 3.319 2.456 -0.611
O -6.323 1.998 0.779 -0.617
N -2.591 2.694 5.390 1.078
O -3.337 3.438 5.988 -0.615
O -1.511 2.309 5.786 -0.615
H -1.380 0.840 3.901 0.691
H -4.867 3.335 4.124 0.642
H -4.312 0.732 0.763 0.725
```

Values from the calculation:
- E_tot (Eh) = -6182.524927
- highest occupied orbital energy (alpha / beta) (eV) = -11.77 / -11.81
- spin multiplicity = 2
- charge = +1
- frontier orbital gap (alpha / beta) (hartree) = 0.2466 / 0.2803